The following is a DFT calculation (the ωB97M-V functional and the def2-TZVPD basis) of 2 unconnected molecules or ions with the total composition C4H7N2OS at a distorted geometry.

Computed properties:
- E_HOMO (eV) = -13.503
- total charge = +1
- relative energy (zero: lowest compared OMol25 entry of this formula, charge and spin) (kcal per mole) = 61.8
- F_max (eV/A) = 6.2
- 2S+1 = 1
- E (hartree) = -739.20556

Last column: Mulliken charge in e.
Positions of all 15 atoms, in Å:
C: 0.506444 0.645714 -0.831830  0.631
C: -1.767497 -1.608327 2.231613  -0.114
C: 1.073507 0.187077 1.407540  0.012
C: 0.563660 0.285399 -2.277737  -1.138
N: 0.402181 1.843807 -0.286258  -0.204
N: 0.900417 -0.232399 0.166317  -0.066
O: -1.197714 -1.028053 1.324625  -0.388
S: 0.755780 1.810304 1.418062  0.168
H: -2.671074 -2.107768 2.073944  0.313
H: -1.305953 -1.778412 3.324268  0.205
H: -0.280968 -0.421894 -2.390063  0.345
H: 1.405813 -0.216419 -2.359900  0.391
H: 0.425689 1.235358 -2.784487  0.370
H: 0.137869 2.596828 -0.920522  0.257
H: 1.051847 -1.211214 -0.095572  0.216

Force components x, y, z for each atom (eV/Å):
1.6 0.2 2.3
3.0 0.4 1.3
0.2 0.7 1.1
-5.4 2.2 2.3
-0.6 -0.6 -1.6
0.1 -0.7 -2.5
-1.0 -0.5 1.4
-0.1 -0.2 -0.2
-1.9 -0.8 -0.3
-0.7 0.7 -2.1
0.3 0.4 -0.6
4.2 -2.1 -1.2
0.2 -0.5 -0.8
0.1 0.3 0.7
-0.1 0.4 0.3

The following is a DFT calculation (the ωB97M-V functional and the def2-TZVPD basis) of a molecular structure, C2H18AgO8 at a distorted geometry.

Computed properties:
- E_HOMO (eV) = -12.993
- total charge = +1
- relative energy (zero: lowest compared OMol25 entry of this formula, charge and spin) (kcal per mole) = 0.0
- F_max (eV/A) = 3.7
- 2S+1 = 1
- E (hartree) = -835.60010

Last column: Mulliken charge in e.
Positions of all 29 atoms, in Å:
Ag: -0.707966 -0.246517 -0.162069  0.678
O: -0.295966 -0.624517 -2.336069  -0.578
H: -0.897966 -0.818517 -3.088069  0.257
H: 0.031034 0.274483 -2.500069  0.332
O: -0.714966 0.454483 2.207931  -0.477
H: -0.680966 0.234483 3.132931  0.262
H: -1.735966 0.503483 2.070931  0.295
O: -2.397966 2.241483 -0.566069  -0.675
H: -3.263966 2.724483 -0.689069  0.328
H: -2.526966 1.744483 0.289931  0.237
O: -1.022966 -2.554517 0.531931  -0.585
H: -2.017966 -2.516517 0.643931  0.336
H: -0.982966 -2.656517 -0.407069  0.333
O: -2.935966 -0.908517 -0.805069  -0.479
H: -2.704966 -1.355517 -1.572069  0.289
H: -3.666966 -0.406517 -1.131069  0.249
O: 0.156034 1.817483 -0.870069  -0.598
H: 0.466034 1.813483 0.040931  0.259
H: -0.746966 2.130483 -0.866069  0.492
C: 2.443034 -1.143517 0.803931  -0.304
C: 2.935034 0.289483 1.177931  -0.459
O: 3.649034 1.027483 0.193931  -0.518
O: 1.596034 -0.980517 -0.358069  -0.366
H: 1.886034 -1.435517 1.638931  0.326
H: 3.304034 -1.753517 0.599931  0.258
H: 3.582034 0.305483 2.012931  0.451
H: 2.080034 0.944483 1.519931  0.094
H: 3.120034 1.275483 -0.577069  0.303
H: 2.053034 -0.380517 -0.938069  0.259

Force components x, y, z for each atom (eV/Å):
0.0 -0.4 1.2
-0.5 -0.2 -2.0
0.7 0.2 0.5
0.0 -0.1 -0.1
-3.2 0.5 -0.9
0.4 -0.3 0.8
2.6 -0.1 0.5
-2.2 -0.1 1.3
1.5 -0.6 0.1
0.1 0.9 -1.3
-2.1 0.2 1.0
1.5 -0.2 0.3
0.6 -0.6 -1.1
-0.6 0.7 2.0
1.0 -1.7 -2.2
-1.0 0.9 0.1
1.3 -0.3 -0.3
0.2 0.5 0.2
-0.7 0.8 0.0
1.1 3.4 -1.3
-1.4 1.0 -0.3
0.1 -0.6 -0.5
0.0 -1.0 1.0
-1.0 -1.0 0.9
0.1 -0.6 -0.2
0.8 -0.5 0.9
0.2 -0.9 -0.3
0.0 0.0 0.4
0.4 0.1 -0.6